w:
An isolated molecule of C5H5BrO3. Source: the OMol25 dataset; level of theory: ωB97M-V with the def2-TZVPD basis set.

Output
- Structure (SMILES): C[C@@]1(O)OC(=O)C=C1Br
- LUMO: 0.21 eV
- Gap between HOMO and LUMO: 10.3 eV
- Charge: 0

Last column: Löwdin charge in e.
Atoms and positions in Å:
C -0.801 0.795 -0.196  0.02
C 0.546 0.046 -0.225  -0.65
O 1.458 0.532 -1.104  0.03
O 1.085 0.188 1.081  0.05
C 1.657 -0.974 1.573  -0.41
O 2.141 -1.173 2.669  0.12
C 1.374 -2.020 0.562  0.00
C 0.669 -1.477 -0.409  -0.68
Br -0.042 -2.317 -1.838  0.89
H -0.652 1.543 0.650  0.10
H -1.583 0.032 0.132  0.11
H -0.937 1.468 -1.136  0.12
H 1.679 1.519 -0.944  0.18
H 1.593 -3.025 0.845  0.12

=====

x:
An isolated molecule of C5H5BrO3. Source: the OMol25 dataset; level of theory: ωB97M-V with the def2-TZVPD basis set.

Output
- Structure (SMILES): C[C@@]1(O)OC(=O)C=C1Br
- LUMO: 0.21 eV
- Gap between HOMO and LUMO: 10.4 eV
- Charge: 0

Last column: Löwdin charge in e.
Atoms and positions in Å:
C -0.515 -1.482 0.502  -0.01
C -0.204 -0.388 -0.477  -0.60
O 0.045 -0.693 -1.751  0.07
O -1.202 0.669 -0.208  0.05
C -0.596 1.864 0.153  -0.44
O -1.234 2.881 0.314  0.12
C 0.854 1.618 0.298  -0.01
C 1.126 0.349 0.018  -0.63
Br 2.733 -0.509 0.182  0.87
H 0.400 -1.848 1.014  0.06
H -0.835 -2.497 0.127  0.10
H -1.219 -1.256 1.323  0.10
H -0.755 -1.190 -2.122  0.17
H 1.403 2.483 0.626  0.13

=====

Relative energies in hartree: w 0.0046; x 0.0000

=====

w:
A cluster of 2 separate species, C7H15N in total. Source: the OMol25 dataset; level of theory: ωB97M-V with the def2-TZVPD basis set.

Output
- Structure (SMILES): C=CC=C.CCNC
- LUMO: 1.09 eV
- Gap between HOMO and LUMO: 9.9 eV
- Charge: 0

Last column: Löwdin charge in e.
Atoms and positions in Å:
C 0.707 0.697 3.739  0.00
C 0.994 -0.095 2.703  -0.20
C 1.820 0.356 1.591  -0.22
C 2.479 -0.391 0.708  0.00
H 1.088 1.712 3.759  0.06
H 0.193 0.356 4.625  0.05
H 0.487 -1.054 2.631  0.10
H 1.943 1.435 1.542  0.10
H 3.243 0.058 0.092  0.06
H 2.280 -1.452 0.621  0.05
C 0.008 -1.499 -1.573  -0.12
C -0.919 -0.389 -1.142  -0.32
N -1.182 0.518 -2.258  -0.13
C -2.387 1.317 -2.026  -0.15
H 0.327 -2.144 -0.746  0.06
H 0.964 -1.169 -1.984  0.07
H -0.403 -2.203 -2.303  0.07
H -0.402 0.185 -0.365  0.09
H -1.813 -0.774 -0.633  0.11
H -1.352 -0.066 -3.056  0.08
H -2.618 1.930 -2.897  0.07
H -3.293 0.719 -1.858  0.07
H -2.165 1.952 -1.169  0.08

=====

x:
An isolated molecule of C7H15N. Source: the OMol25 dataset; level of theory: ωB97M-V with the def2-TZVPD basis set.

Output
- Structure (SMILES): CCC/C(=C/N)CC
- LUMO: 1.00 eV
- Gap between HOMO and LUMO: 9.3 eV
- Charge: 0

Last column: Löwdin charge in e.
Atoms and positions in Å:
C 3.263 0.582 -1.091  -0.12
C 1.912 0.673 -0.282  -0.28
C 0.618 0.469 -1.133  -0.15
C -0.466 0.176 0.024  -0.30
C -1.399 1.085 0.283  -0.15
N -2.582 0.736 1.091  0.03
C -0.326 -1.111 0.787  -0.23
C -1.278 -2.212 0.227  -0.10
H 3.289 -0.431 -1.530  0.06
H 3.369 1.387 -1.933  0.10
H 4.127 0.677 -0.480  0.03
H 1.670 1.707 0.217  0.13
H 1.936 -0.082 0.621  0.11
H 0.251 1.379 -1.742  0.13
H 0.642 -0.539 -1.629  0.11
H -1.566 2.033 -0.335  0.13
H -2.771 1.314 1.910  0.07
H -2.444 -0.224 1.337  0.03
H -0.470 -1.128 1.905  0.12
H 0.730 -1.562 0.943  0.12
H -2.226 -1.906 -0.056  0.04
H -1.441 -3.022 0.899  0.06
H -0.964 -2.728 -0.645  0.06

=====

Relative energies in hartree: w 0.0000; x 0.0040

=====

w:
A cluster of 2 separate species, C7H15N in total. Source: the OMol25 dataset; level of theory: ωB97M-V with the def2-TZVPD basis set.

Output
- Structure (SMILES): C=C(C)C.C=NCC
- LUMO: 0.99 eV
- Gap between HOMO and LUMO: 10.4 eV
- Charge: 0

Last column: Löwdin charge in e.
Atoms and positions in Å:
C 0.532 0.115 2.390  0.02
C -0.037 -0.947 1.839  -0.43
C 0.488 -2.343 2.079  -0.07
C -1.274 -0.859 0.999  -0.08
H 0.115 1.097 2.196  0.06
H 1.409 0.063 3.023  0.06
H -0.173 -2.833 2.803  0.08
H 1.486 -2.317 2.504  0.07
H 0.433 -2.938 1.169  0.07
H -1.517 0.167 0.734  0.07
H -2.119 -1.254 1.570  0.09
H -1.184 -1.459 0.097  0.07
C 1.590 2.649 -1.999  -0.07
N 0.380 2.316 -1.972  -0.03
C 0.080 0.951 -1.570  -0.32
C -1.109 0.327 -2.259  -0.11
H 2.390 1.941 -1.738  0.07
H 1.888 3.655 -2.278  0.06
H 0.955 0.304 -1.732  0.11
H -0.055 0.940 -0.488  0.08
H -1.196 -0.734 -2.029  0.06
H -2.063 0.783 -1.990  0.07
H -1.019 0.376 -3.347  0.07

=====

x:
An isolated molecule of C7H15N. Source: the OMol25 dataset; level of theory: ωB97M-V with the def2-TZVPD basis set.

Output
- Structure (SMILES): CCC/C(C)=C(/C)N
- LUMO: 1.06 eV
- Gap between HOMO and LUMO: 8.8 eV
- Charge: 0

Last column: Löwdin charge in e.
Atoms and positions in Å:
C 2.420 -2.160 -0.262  -0.12
C 1.088 -1.516 0.076  -0.25
C 0.984 -0.080 -0.500  -0.18
C -0.434 0.424 -0.353  -0.28
C -1.462 -0.139 -1.302  -0.06
C -0.816 1.307 0.572  -0.36
C -2.260 1.708 0.766  -0.04
N 0.010 1.769 1.616  0.08
H 3.183 -1.898 0.487  0.07
H 2.486 -3.246 -0.259  0.06
H 2.839 -1.877 -1.227  0.07
H 0.940 -1.408 1.153  0.11
H 0.262 -2.126 -0.296  0.10
H 1.247 -0.106 -1.559  0.11
H 1.686 0.546 0.040  0.10
H -1.013 -0.694 -2.122  0.08
H -2.042 0.675 -1.737  0.08
H -2.115 -0.818 -0.801  0.07
H -2.881 0.810 0.834  0.08
H -2.693 2.250 -0.073  0.08
H -2.348 2.300 1.666  0.07
H -0.062 2.771 1.740  0.08
H 0.981 1.507 1.539  0.06

=====

Relative energies in hartree: w 0.0407; x 0.0000

=====

w:
The ion C6H12N with charge +1. Source: the OMol25 dataset; level of theory: ωB97M-V with the def2-TZVPD basis set.

Output
- Structure (SMILES): C=C/C=C/CC[NH3+]
- LUMO: -3.58 eV
- Gap between HOMO and LUMO: 9.2 eV
- Charge: +1

Last column: Löwdin charge in e.
Atoms and positions in Å:
C 1.382 -1.322 2.284  0.03
C 0.987 -0.057 2.245  -0.17
C 0.486 0.678 1.070  -0.11
C 0.844 0.371 -0.187  -0.13
C 0.246 1.014 -1.394  -0.16
C -1.222 0.629 -1.666  -0.11
N -1.534 -0.717 -1.013  0.18
H 1.645 -1.947 1.434  0.06
H 1.699 -1.795 3.208  0.07
H 0.917 0.501 3.173  0.10
H -0.162 1.536 1.206  0.12
H 1.655 -0.344 -0.266  0.12
H 0.813 0.733 -2.280  0.12
H 0.228 2.107 -1.395  0.13
H -1.503 0.502 -2.709  0.13
H -1.918 1.330 -1.211  0.13
H -2.392 -1.236 -1.205  0.18
H -1.346 -0.587 -0.009  0.15
H -0.825 -1.395 -1.286  0.16

=====

x:
The ion C6H12N with charge +1. Source: the OMol25 dataset; level of theory: ωB97M-V with the def2-TZVPD basis set.

Output
- LUMO: -6.27 eV
- Gap between HOMO and LUMO: 7.2 eV
- Charge: +1

Last column: Löwdin charge in e.
Atoms and positions in Å:
C 0.669 -1.179 -0.115  -0.05
C 0.194 0.893 -0.311  -0.20
C -0.162 -0.387 -1.056  -0.03
C -1.002 1.483 0.390  -0.01
C -0.921 -0.898 -2.152  0.03
C 1.221 0.156 1.993  -0.11
N 1.268 0.067 0.572  -0.10
H 0.121 -1.744 0.574  0.14
H 1.336 -1.872 -0.679  0.17
H 0.801 1.618 -0.877  0.18
H -1.233 1.012 1.385  0.11
H -1.793 1.393 -0.373  0.10
H -0.889 2.554 0.448  0.09
H -0.283 -1.708 -2.661  0.16
H -1.578 -0.408 -2.836  0.10
H -1.666 -1.503 -1.516  0.17
H 0.265 0.192 2.456  0.06
H 1.805 -0.669 2.327  0.09
H 1.845 0.998 2.434  0.12

=====

Relative energies in hartree: w 0.0000; x 0.0971